Entry 1:
Computed, not measured: a molecular structure, C43H38NO9PTa, with the ωB97M-V functional and the def2-TZVPD basis.

## Properties
* net charge: +1
* HOMO: -11.155 eV
* energy relative to the best compared isomer or geometry (same formula, charge and spin): 330.4 kJ/mol
* F_max: 0.70 eV/Å
* orbital gap: 8.039 eV
* calculated total energy: -2791.64893 hartree
* 2S+1: 1

XYZ file:
```
93
Properties=species:S:1:pos:R:3:mulliken_charge:R:1
C -2.90 -2.07 -0.73 0.804
H 0.75 -1.03 6.67 0.494
H 1.50 -6.03 -3.18 0.432
H -0.98 -2.66 -4.05 0.456
H 0.81 3.82 -1.78 0.468
C -3.01 -3.41 -0.36 -0.747
H -0.16 1.37 -5.24 0.514
C 2.38 -0.48 -1.38 1.297
H 4.49 0.63 -2.63 0.498
H 3.57 -1.47 -2.87 0.543
H 0.79 -3.50 5.02 0.333
H 0.57 2.66 1.60 0.275
O 1.64 0.44 1.46 -0.045
C -3.99 -1.21 -0.53 -0.529
H 2.39 6.69 -3.27 0.256
C 2.26 0.60 2.65 -0.319
N -0.30 2.14 1.65 -0.463
C 2.00 5.77 -2.84 -0.789
H 1.52 -5.40 -0.78 0.553
H 0.24 -4.65 -4.80 0.446
H -1.13 3.73 0.53 0.249
C -5.16 -1.69 0.04 -0.957
C 0.61 -0.99 5.59 -0.419
H 1.93 -1.68 1.82 -0.379
C 0.97 -5.15 -2.85 -0.808
O 1.42 -0.87 -0.67 0.840
C -1.75 -0.54 -2.94 0.033
C -3.01 -0.61 -3.54 -0.620
C 2.79 3.55 -2.60 0.844
C 1.50 -1.78 2.81 2.215
C 0.01 -1.53 2.56 0.265
C 1.61 -0.25 4.82 -0.872
C -5.26 -3.02 0.41 -0.689
H -3.93 -0.17 -0.81 0.643
H -3.80 -1.18 -3.09 0.497
H 1.96 0.70 5.22 0.516
O -0.52 -0.21 3.00 -0.459
C 0.26 -4.38 -3.76 -0.805
O 2.85 1.61 2.93 -0.656
C -3.24 0.06 -4.74 -0.812
H -6.17 -3.40 0.85 0.430
C -1.46 2.92 1.18 -0.772
C 1.90 -5.23 4.51 -1.027
C -4.18 -3.88 0.21 -0.792
C -0.73 0.17 -3.57 0.003
C 1.90 -3.20 3.20 -0.080
O -0.35 -1.69 1.26 -0.115
H -5.99 -1.02 0.18 0.463
C 3.84 2.63 -2.84 -1.224
H 0.32 -3.40 -0.03 0.432
P -1.35 -1.42 -1.41 2.435
C 2.53 0.89 -1.77 0.386
C -0.95 -1.43 3.66 0.042
C 3.36 -1.53 -1.80 -2.341
H 4.73 2.98 -3.34 0.512
C -0.41 -2.88 -1.98 0.691
H 1.55 -5.78 5.37 0.429
H -2.41 1.29 -6.29 0.412
C 3.22 -5.12 2.51 -0.793
C -2.37 2.01 0.38 0.538
C 1.47 -3.93 4.30 -0.081
O -1.96 0.73 0.39 -0.459
H 3.90 -5.57 1.80 0.447
C 2.78 -5.84 3.62 -0.552
H 0.26 0.21 -3.13 0.327
H 1.81 5.92 -1.78 0.332
C -0.96 0.83 -4.77 -0.971
C 2.77 -3.82 2.31 -0.401
C -2.22 0.77 -5.35 -0.698
C 0.30 -3.67 -1.07 -0.365
C 1.50 1.83 -1.52 0.067
H -0.42 1.86 2.62 0.312
H 4.30 -1.39 -1.27 0.458
C 1.63 3.14 -1.95 -0.660
H -2.03 3.36 2.00 0.448
H 2.95 -2.51 -1.56 0.170
C 0.98 -4.80 -1.50 -0.746
O 0.36 1.49 -0.92 -0.107
H -1.99 -1.69 3.46 0.635
O 3.01 4.79 -3.04 -0.432
H -4.26 -4.92 0.49 0.466
O -3.34 2.40 -0.20 -0.603
C -0.51 -1.50 5.08 -1.385
C 3.69 1.34 -2.44 -1.175
C -0.43 -3.25 -3.33 -1.146
H -2.19 -4.09 -0.52 0.388
C 1.96 -0.55 3.56 0.332
Ta -0.08 0.16 0.47 1.556
H 3.12 -6.85 3.78 0.409
H 3.12 -3.28 1.44 0.457
H 1.08 5.49 -3.35 0.329
H -1.21 -1.99 5.75 0.453
H -4.22 0.00 -5.20 0.465
```

Entry 2:
Computed, not measured: 7 unconnected molecules or ions with the total composition H14O7, with the ωB97M-V functional and the def2-TZVPD basis.

## Properties
* SMILES: O.O.O.O.O.O.O
* HOMO: -10.554 eV
* energy relative to the best compared isomer or geometry (same formula, charge and spin): 134.6 kJ/mol
* F_max: 0.49 eV/Å
* orbital gap: 10.502 eV
* calculated total energy: -535.07258 hartree
* 2S+1: 1

XYZ file:
```
21
Properties=species:S:1:pos:R:3:mulliken_charge:R:1
O 4.47 13.68 7.99 -0.651
H 5.35 13.64 8.38 0.395
H 3.19 9.85 8.77 0.283
H 2.34 11.11 8.76 0.318
H 7.47 12.88 7.77 0.357
H 2.33 14.47 10.09 0.318
O 6.15 12.97 5.72 -0.668
H 7.91 13.59 9.04 0.317
O 1.47 14.62 10.51 -0.630
H 3.70 11.94 10.48 0.344
O 3.73 12.85 10.82 -0.554
H 5.59 15.04 5.84 0.346
O 7.20 13.05 8.68 -0.684
H 1.03 13.77 10.44 0.303
O 5.29 15.95 5.84 -0.622
H 3.95 13.07 8.51 0.227
H 5.64 12.95 6.55 0.354
H 4.11 12.77 11.70 0.279
O 3.20 10.77 9.04 -0.655
H 4.36 15.89 6.09 0.306
H 6.17 12.06 5.43 0.318
```

Entry 3:
Computed, not measured: a molecular structure, C4H5O4 in a non-equilibrium geometry, with the ωB97M-V functional and the def2-TZVPD basis.

## Properties
* net charge: -1
* HOMO: -4.347 eV
* energy relative to the best compared isomer or geometry (same formula, charge and spin): 427.2 kJ/mol
* F_max: 6.21 eV/Å
* orbital gap: 7.416 eV
* calculated total energy: -456.31170 hartree
* 2S+1: 1

XYZ file:
```
13
Properties=species:S:1:pos:R:3:mulliken_charge:R:1
H -0.59 1.20 -1.18 0.246
H -0.36 1.26 0.65 0.327
O -2.13 -1.17 -1.02 -0.466
C 2.02 0.25 0.11 0.437
O 2.69 0.24 -0.99 -0.748
C 0.58 -0.49 -0.10 -0.610
C -0.53 0.61 -0.19 -0.346
H 0.36 -1.11 0.77 0.388
O 2.27 0.70 1.21 -0.678
H 0.76 -1.04 -1.04 0.234
C -1.97 0.01 -0.05 0.468
H -1.87 -1.16 0.15 0.289
O -2.70 0.05 1.04 -0.541
```

> Number 3 is which compound?

C4H5O4